(1)
The molecule C9H18O4 in a non-equilibrium geometry, computed with ωB97M-V with the def2-TZVPD basis set.

```
31
Properties=species:S:1:pos:R:3:forces:R:3:nbo_charge:R:1
C -1.46816 3.65740 -0.86095 0.1 -0.1 -0.1 -0.245
O -1.02766 2.70238 -1.79748 0.0 0.1 -0.2 -0.534
C -0.86067 1.43980 -1.20766 0.2 -0.1 0.0 -0.056
C -0.01050 0.58443 -2.11599 -0.1 -0.1 -0.1 -0.416
C 0.23665 -0.86423 -1.64184 0.1 0.4 -0.1 -0.423
C -0.26229 -1.26605 -0.25839 0.1 -0.8 0.3 0.096
C 0.85394 -1.61218 0.73845 -0.5 0.5 0.1 -0.450
C 1.18017 -0.44172 1.68632 0.6 -0.1 -0.4 0.101
C 2.68086 -0.21894 1.83274 -0.4 -0.2 -0.2 -0.627
O 0.55970 -0.60902 2.94490 -0.4 0.4 0.0 -0.712
O -1.09559 -2.45218 -0.45531 -0.3 0.2 0.3 -0.503
C -2.15438 -2.57520 0.35493 -1.9 -2.3 -0.4 0.633
O -2.92656 -3.53274 0.29726 1.9 2.1 0.1 -0.566
H -1.69786 4.57573 -1.38457 -0.1 0.1 -0.2 0.195
H -2.35714 3.30649 -0.33989 -0.2 0.0 0.1 0.166
H -0.68513 3.87097 -0.13306 0.1 0.0 0.2 0.164
H -1.83051 0.96828 -1.02945 -0.3 0.0 0.0 0.160
H -0.37050 1.55298 -0.23548 0.0 0.0 0.2 0.151
H -0.49578 0.56026 -3.08712 -0.1 0.0 -0.2 0.217
H 0.93122 1.10010 -2.27156 0.2 0.1 0.0 0.209
H -0.20967 -1.54817 -2.35286 -0.2 -0.1 -0.1 0.241
H 1.30177 -1.06194 -1.68619 0.2 0.0 0.0 0.208
H -0.89498 -0.52693 0.21893 -0.1 0.2 -0.1 0.186
H 1.74451 -1.94348 0.21888 0.1 -0.2 -0.1 0.211
H 0.47362 -2.42139 1.35192 0.1 -0.3 0.1 0.221
H 0.76372 0.47258 1.27408 -0.2 0.2 0.1 0.167
H 3.08541 0.15212 0.89519 0.1 0.1 -0.1 0.210
H 2.85632 0.50130 2.62043 0.2 0.1 0.2 0.223
H 3.17677 -1.16277 2.04310 0.2 -0.1 0.2 0.201
H 0.83398 -1.44850 3.30982 0.1 -0.3 0.2 0.462
H -2.33121 -1.75937 1.07086 0.3 0.1 -0.1 0.109
```
Positions in Å, forces in eV/Å.

Results
Energy above the lowest of the compared OMol25 structures with the same formula, charge and spin = 0.0 kJ/mol
Total energy = -654.64447 a.u.
LUMO level = 0.65 eV
Structure (SMILES) = COCCC[C@H](C[C@H](C)O)OC=O
Gap between HOMO and LUMO = 10.8 eV
E_HOMO = -10.180 eV
Max |F| = 2.97 eV Å⁻¹


(2)
The ion C4H9O2 with charge +1 in a non-equilibrium geometry, computed with ωB97M-V with the def2-TZVPD basis set.

```
15
Properties=species:S:1:pos:R:3:forces:R:3:nbo_charge:R:1
C 2.31636 -0.13950 0.05159 1.5 -1.0 -0.7 0.405
C -0.56100 -0.24508 -1.36721 -2.3 -1.8 -0.7 -0.699
C -0.71876 -0.21984 1.39865 1.1 4.6 0.0 -0.656
C -0.06533 -0.02542 0.03805 0.5 5.6 0.1 0.576
O 0.33304 1.54100 -0.04849 0.8 -3.1 -0.1 -0.812
O 1.25645 -0.70601 -0.01697 -2.5 -1.6 0.0 -0.337
H 3.09496 -0.79701 -0.31565 0.9 0.4 0.5 0.220
H 2.29037 0.84955 0.36245 0.7 2.1 0.4 0.228
H -1.05011 0.66316 -1.75461 0.4 -0.5 0.2 0.281
H 0.18764 -0.64565 -2.03999 0.8 0.8 0.0 0.257
H -1.25981 -1.11300 -1.53849 0.1 0.9 1.0 0.263
H -0.01748 0.06639 2.26126 -0.7 -0.6 -1.5 0.255
H -0.96562 -1.19454 1.41745 -1.6 -3.3 0.8 0.239
H -1.53718 0.58787 1.49210 0.8 -1.9 -0.3 0.270
H -0.24261 2.20051 0.35836 -0.4 -0.7 0.3 0.511
```
Positions in Å, forces in eV/Å.

Results
Energy above the lowest of the compared OMol25 structures with the same formula, charge and spin = 218.1 kJ/mol
Total energy = -307.90869 a.u.
LUMO level = -5.77 eV
Gap between HOMO and LUMO = 10.0 eV
Net charge = +1
E_HOMO = -15.762 eV
Max |F| = 5.63 eV Å⁻¹


(3)
A cluster of 4 separate species, C38H76BrIN3O15 in total in a non-equilibrium geometry, computed with ωB97M-V with the def2-TZVPD basis set.

```
134
Properties=species:S:1:pos:R:3:forces:R:3:lowdin_charge:R:1
C -0.52692 1.97179 -3.45322 0.0 -0.3 0.5 -0.101
C 0.38306 2.81404 -2.38238 0.1 -1.4 -2.0 -0.245
N -0.29460 2.70562 -1.05889 1.4 1.6 0.4 -0.002
C 0.09632 3.71678 -0.07073 -2.1 0.2 0.6 -0.338
C -0.19142 5.24129 -0.49391 0.8 -0.2 -0.4 -0.078
C -1.29809 5.53944 -1.58642 1.2 4.9 -2.3 -0.735
O -1.16411 6.65039 -2.18698 -0.5 -4.8 2.7 -0.069
I -3.00853 4.39062 -2.22953 0.6 0.2 0.6 0.942
N 1.60476 3.71468 0.23578 0.0 1.3 0.2 0.056
C 2.12143 2.57144 1.02782 1.3 -0.4 2.0 -0.558
Br 3.34333 1.54234 -0.20658 -0.6 1.0 0.7 0.878
C 2.97441 3.20653 2.26746 0.1 0.0 -0.5 -0.171
C 4.05333 2.20058 2.89734 0.7 1.4 0.8 -0.201
C 4.03623 2.42630 4.49978 -0.1 -0.3 0.6 -0.188
C 3.36163 1.21812 5.32397 -0.1 0.6 1.0 -0.140
C 2.38371 1.78083 6.49555 1.8 -0.2 0.6 -0.190
O 1.01112 1.93914 6.04692 -0.7 0.7 2.1 -0.093
C 0.12453 2.14605 7.16648 -1.4 -1.5 2.8 -0.379
C -0.87265 3.42130 7.20434 0.2 0.1 -0.1 0.000
O 0.03922 1.35455 8.13516 1.1 2.6 -3.9 0.062
C 1.02563 1.55457 1.68412 1.4 -0.9 1.1 -0.261
O 1.21421 0.29999 0.99480 -1.0 0.7 1.7 -0.235
C 1.64278 -0.76940 1.87004 0.3 -2.5 -0.1 -0.155
C 0.46991 -1.50557 2.68142 -0.1 -0.1 -0.4 -0.163
O 0.95926 -2.80306 3.15798 -0.9 1.0 -1.5 -0.184
C 0.53699 -3.83093 2.20931 0.0 -1.4 -0.1 -0.256
C -0.92157 -4.41482 2.55399 0.3 -0.3 -0.2 -0.085
N -0.34869 2.06119 1.78352 -0.3 -0.1 -1.7 -0.065
C -1.44873 1.14069 1.62004 -2.5 -1.5 1.2 -0.056
C -2.14091 0.95219 3.09406 1.6 3.1 3.5 -0.308
O -1.81500 1.76143 4.01243 -1.5 -3.4 -3.7 0.065
O -3.10620 -0.06477 3.37914 -0.2 2.6 -1.3 0.044
C -4.40302 0.51283 3.07917 -3.1 -1.6 -3.1 -0.342
C -4.98075 1.81500 3.82910 1.0 0.1 0.4 0.013
O -5.05802 -0.03695 2.15491 2.7 2.3 4.0 0.079
C -0.55646 3.47167 1.41772 1.1 0.5 -0.4 -0.170
C -1.99663 4.10384 1.63041 -0.7 1.3 1.0 -0.121
C -1.88100 5.39440 2.63599 -0.1 -1.1 0.3 -0.153
C -3.16739 6.35375 2.56918 0.5 -0.3 0.7 -0.215
O -3.49691 6.71041 3.95711 -0.5 -0.5 -1.2 -0.111
H 0.07094 1.15169 -3.99077 -0.8 1.4 0.7 0.067
H -1.35413 1.41603 -2.86396 1.3 1.0 -1.0 0.079
H -1.01508 2.67098 -4.20877 0.7 -1.1 1.0 0.058
H 0.52337 3.87587 -2.77509 -0.4 -1.3 0.9 0.121
H 1.41723 2.28897 -2.40057 -1.4 1.0 0.3 0.088
H -0.17196 1.73205 -0.75883 -0.2 0.6 0.4 0.119
H 0.79956 5.65564 -0.93549 -1.8 -0.5 0.3 0.145
H -0.39859 5.94317 0.40365 0.1 -1.4 -1.3 0.139
H 2.19338 3.84345 -0.60571 -0.4 -0.3 0.1 0.138
H 1.74702 4.58732 0.79732 0.1 -0.8 -0.4 0.165
H 2.20998 3.57864 3.05587 1.0 -0.9 -1.2 0.131
H 3.54786 4.16014 1.94597 -0.9 -1.5 0.2 0.137
H 5.09308 2.54955 2.52854 -1.7 -0.7 0.4 0.123
H 3.95273 1.11146 2.58115 -0.2 1.5 0.6 0.084
H 3.45673 3.38508 4.79380 1.0 -1.4 -0.8 0.109
H 5.09551 2.56967 4.92603 -1.6 -0.2 -0.9 0.121
H 2.80381 0.48639 4.64546 0.7 0.9 1.1 0.098
H 4.21197 0.68266 5.89608 -1.5 0.5 -1.1 0.126
H 2.78333 2.81663 6.82494 -0.6 -1.5 -0.6 0.136
H 2.47892 1.11916 7.43940 -0.6 0.8 -1.7 0.138
H -0.33036 4.40569 6.99856 -0.6 -1.5 0.0 0.083
H -1.32964 3.52562 8.26020 1.0 -0.6 -1.7 0.100
H -1.74678 3.30282 6.47172 1.5 0.1 0.8 0.073
H 1.39927 1.37150 2.76887 -0.4 0.5 -1.6 0.165
H 2.45718 -0.49259 2.62025 -1.1 0.1 -1.1 0.113
H 2.11130 -1.57581 1.18320 -0.8 1.4 1.0 0.151
H -0.44244 -1.74976 2.01207 1.4 0.9 1.0 0.124
H 0.17586 -0.83117 3.55458 0.2 -1.1 -0.9 0.138
H 0.63438 -3.45182 1.12016 -0.3 -0.5 1.7 0.124
H 1.27103 -4.71701 2.31136 -1.0 1.6 0.0 0.132
H -1.78745 -3.80935 2.11955 1.2 -0.7 0.8 0.073
H -1.01959 -5.47761 2.12684 0.2 1.6 0.5 0.085
H -1.00829 -4.51428 3.69037 0.1 0.3 -1.6 0.090
H -2.32940 1.49501 0.95291 1.6 -0.3 0.9 0.159
H -1.24137 0.07543 1.27762 0.3 1.6 0.2 0.132
H -4.95183 2.67426 3.06511 -0.2 -1.4 1.0 0.090
H -4.32443 2.13890 4.72088 -1.0 -0.7 -1.5 0.090
H -6.06169 1.66460 4.19430 1.8 -0.1 -0.9 0.111
H 0.13567 4.08714 2.12289 -1.1 -0.9 -1.0 0.151
H -2.52115 4.50798 0.70306 1.0 -1.0 0.8 0.056
H -2.76715 3.43145 2.15893 1.5 0.7 -1.0 0.109
H -0.88333 5.95210 2.49706 -1.6 -0.6 0.0 0.106
H -1.83999 4.95473 3.70511 0.0 0.8 -1.6 0.124
H -2.90769 7.31103 2.00503 -0.5 -1.3 0.8 0.129
H -4.07100 5.84157 2.09182 1.3 0.6 0.4 0.128
H -4.24811 6.15758 4.26138 0.7 0.5 -0.4 0.092
C 0.33235 -4.57502 -5.36723 0.1 -0.3 -0.1 -0.100
O 1.29471 -3.85852 -6.13133 -0.4 0.3 0.2 -0.215
C 0.73550 -2.72053 -6.78388 0.5 0.0 0.1 -0.187
C 1.00434 -1.43704 -6.00287 -0.5 -0.1 -0.1 -0.192
O 0.35531 -1.44960 -4.73132 0.3 -0.1 -0.1 -0.212
C 1.22834 -1.82732 -3.67858 -0.1 0.1 0.1 -0.109
H 0.86793 -5.21160 -4.65916 0.0 0.0 -0.1 0.092
H -0.33149 -3.91365 -4.80742 0.0 0.1 0.0 0.081
H -0.26097 -5.21317 -6.03239 -0.1 0.0 0.1 0.093
H -0.33643 -2.86147 -6.95635 0.0 0.1 0.1 0.128
H 1.22172 -2.64223 -7.76050 0.0 0.0 0.0 0.127
H 0.58988 -0.59443 -6.56369 0.0 0.0 0.0 0.124
H 2.07999 -1.26357 -5.88590 0.0 -0.1 0.0 0.127
H 1.83929 -0.96726 -3.38406 0.1 0.0 0.1 0.079
H 1.88053 -2.65915 -3.95530 0.0 0.1 0.0 0.083
H 0.61931 -2.13488 -2.82593 0.0 0.1 -0.1 0.090
C 6.28031 -7.55858 -5.84648 0.1 -0.1 -0.3 -0.111
O 5.88386 -6.51020 -6.72114 -0.2 0.0 0.4 -0.193
C 4.57498 -6.02291 -6.43141 0.4 0.4 -0.3 -0.193
C 4.62103 -4.74941 -5.59139 -0.3 -0.4 0.3 -0.193
O 5.18310 -4.99078 -4.30110 0.3 0.1 -0.3 -0.199
C 6.55841 -4.63767 -4.23112 -0.1 0.0 0.2 -0.114
H 7.36665 -7.65567 -5.90481 -0.1 0.0 -0.1 0.090
H 6.00379 -7.36254 -4.80889 0.0 0.0 0.0 0.082
H 5.82628 -8.50081 -6.17558 0.0 0.0 0.1 0.089
H 3.97366 -6.79678 -5.94280 0.0 0.1 0.1 0.126
H 4.10255 -5.79058 -7.39017 0.0 0.0 0.0 0.125
H 3.59734 -4.39997 -5.43253 0.0 0.0 -0.1 0.100
H 5.16897 -3.95383 -6.10899 0.1 -0.1 0.0 0.127
H 6.65445 -3.55562 -4.09570 0.1 0.0 0.0 0.084
H 7.11061 -4.94243 -5.12334 -0.1 0.0 0.0 0.085
H 6.99509 -5.14044 -3.36595 -0.1 0.0 0.0 0.089
C -7.19110 -3.71464 -0.75169 -0.3 0.0 0.0 -0.108
O -7.31485 -2.38300 -1.23454 0.4 0.0 0.2 -0.192
C -6.50019 -1.46239 -0.51168 -0.2 0.1 -0.4 -0.201
C -5.19374 -1.16980 -1.24547 0.1 -0.3 0.4 -0.200
O -4.37412 -2.33337 -1.34731 -0.3 0.1 -0.2 -0.200
C -4.49872 -2.97912 -2.60829 0.1 0.0 0.1 -0.109
H -7.56648 -4.39074 -1.52298 0.0 0.1 0.1 0.091
H -6.15684 -3.98226 -0.52782 0.0 0.1 0.0 0.082
H -7.80462 -3.83555 0.14891 0.1 -0.1 0.0 0.090
H -6.31015 -1.82758 0.50244 0.1 0.0 -0.1 0.114
H -7.06884 -0.53156 -0.42864 0.0 0.0 0.0 0.126
H -4.62826 -0.43208 -0.66841 0.0 0.0 0.0 0.105
H -5.38458 -0.74385 -2.23712 -0.1 -0.1 0.0 0.125
H -3.88851 -2.45641 -3.35172 0.0 0.0 -0.1 0.084
H -5.53486 -3.01988 -2.95255 0.0 0.0 0.1 0.086
H -4.12846 -4.00093 -2.50508 0.0 0.1 0.1 0.090
```
Positions in Å, forces in eV/Å.

Results
Total energy = -5657.39889 a.u.
LUMO level = -2.91 eV
Gap between HOMO and LUMO = 7.4 eV
Net charge = +1
E_HOMO = -10.363 eV
Max |F| = 5.59 eV Å⁻¹